[1]
Computed, not measured: a molecular structure, C42H60GeN5PtSbSi3, with ωB97M-V/def2-TZVPD.

Each line ends with the Mulliken spin population.
Element x y z (Å)
Pt 0.4086 -0.1926 -0.6221  0.01
C 1.1979 4.1654 0.5400  0.00
Sb 1.1728 2.2421 1.4916  0.03
C 2.1635 1.1841 0.0626  0.02
C 2.5816 1.9679 -1.1442  0.00
C 3.8225 2.6096 -1.2333  0.00
C 4.1579 3.2970 -2.3847  0.00
C 3.2506 3.3466 -3.4340  0.00
C 2.0354 2.7105 -3.2596  0.00
N 1.7044 2.0404 -2.1549  0.00
Si 3.5248 0.3181 1.1048  0.00
C 4.5570 1.5219 2.1352  0.00
C 2.6479 -0.7610 2.3770  0.00
C 4.7859 -0.5783 0.0463  0.00
C -1.6281 2.3146 3.7621  0.32
C -1.5964 0.8911 3.4715  0.35
C -1.6254 -0.0890 4.4754  0.12
C -1.7055 -1.4245 4.1275  -0.01
C -1.7198 -1.7759 2.7835  0.08
C -1.6147 -0.7547 1.8531  -0.01
N -1.5596 0.5371 2.1698  0.08
Si -2.8953 3.3837 2.8633  -0.02
C -2.0780 4.7516 1.8754  0.05
C -3.9546 4.1487 4.2072  0.03
C -4.0140 2.4168 1.7002  0.00
Si -0.6231 2.9729 5.2140  -0.07
C -1.5936 2.8041 6.8138  0.03
C 0.9955 2.0198 5.3366  0.01
C -0.1956 4.7729 4.9225  0.02
H 0.8420 4.1388 -0.4911  0.00
H 2.2479 4.4683 0.5306  0.00
H 0.6121 4.8791 1.1121  0.00
H 4.5176 2.5752 -0.4065  0.00
H 5.1183 3.7905 -2.4609  0.00
H 3.4742 3.8665 -4.3546  0.00
H 1.2800 2.7318 -4.0388  0.00
H 3.9434 2.1209 2.8156  0.00
H 5.1676 2.2106 1.5493  0.00
H 5.2464 0.9412 2.7551  0.00
H 1.5705 -0.8064 2.1966  0.00
H 2.7994 -0.3569 3.3803  0.00
H 3.0262 -1.7846 2.3734  0.00
H 5.0035 -0.0154 -0.8643  0.00
H 4.4762 -1.5796 -0.2419  0.00
H 5.7182 -0.6720 0.6073  0.00
H -1.6398 0.2088 5.5157  0.00
H -1.7632 -2.1834 4.8973  0.00
H -1.8239 -2.8030 2.4593  0.00
H -1.6014 -0.9616 0.7894  -0.03
H -1.5743 5.4793 2.5129  0.00
H -2.8364 5.2839 1.2961  0.00
H -1.3442 4.3617 1.1686  -0.01
H -3.3698 4.7636 4.8941  0.00
H -4.4546 3.3759 4.7953  0.00
H -4.7260 4.7851 3.7677  0.00
H -3.8090 2.6605 0.6545  0.00
H -5.0547 2.6831 1.8976  0.00
H -3.9219 1.3375 1.8157  0.00
H -1.3675 1.8658 7.3243  0.00
H -2.6706 2.8418 6.6454  0.00
H -1.3352 3.6181 7.4947  0.00
H 0.9021 0.9937 4.9750  0.00
H 1.3458 1.9776 6.3704  0.00
H 1.7743 2.5103 4.7480  0.00
H -1.0674 5.4287 4.9507  0.00
H 0.3030 4.9156 3.9606  0.00
H 0.4914 5.1069 5.7038  0.00
C 0.2255 -2.3149 -3.5215  0.00
Ge -0.9770 -1.4361 -2.2312  0.00
C -2.1009 -2.9199 -1.5642  0.00
C -3.0430 -2.8034 -0.5384  0.00
C -3.8348 -3.8747 -0.1505  0.00
C -3.6971 -5.1048 -0.7759  0.00
C -2.7645 -5.2490 -1.7904  0.00
C -1.9809 -4.1694 -2.1766  0.00
C -2.2138 -0.1382 -3.0873  0.00
C -3.3926 0.0981 -2.4162  0.00
C -4.3482 1.0387 -2.8612  0.00
C -4.1096 1.7609 -3.9905  0.00
C -2.9106 1.5723 -4.7210  0.00
C -2.6583 2.3259 -5.8947  0.00
C -1.5031 2.1606 -6.5998  0.00
C -0.5358 1.2385 -6.1483  0.00
C -0.7507 0.5065 -5.0158  0.00
C -1.9510 0.6294 -4.2690  0.00
H -0.3132 -2.6097 -4.4228  0.00
H 0.6495 -3.2110 -3.0678  0.00
H 1.0444 -1.6568 -3.8097  0.00
H -3.1830 -1.8652 -0.0186  0.00
H -4.5651 -3.7451 0.6387  0.00
H -4.3102 -5.9435 -0.4732  0.00
H -2.6476 -6.2032 -2.2883  0.00
H -1.2738 -4.3139 -2.9833  0.00
H -3.6252 -0.4647 -1.5204  0.00
H -5.2665 1.1725 -2.3040  0.00
H -4.8264 2.4925 -4.3432  0.00
H -3.4066 3.0372 -6.2228  0.00
H -1.3218 2.7375 -7.4970  0.00
H 0.3825 1.1093 -6.7073  0.00
H 0.0108 -0.1769 -4.6752  0.00
N -0.8976 1.4322 -0.8223  0.00
H -1.3707 1.5908 0.0724  0.00
H -1.6138 1.2685 -1.5311  0.00
H -0.3748 2.2524 -1.1213  0.00
N 2.7726 -3.5920 -1.0322  0.00
C 2.0442 -4.0041 0.0595  0.00
C 1.2465 -2.9573 0.3880  0.00
N 1.4880 -1.9191 -0.4882  0.00
C 2.4051 -2.3359 -1.3338  0.00
H 3.4588 -4.1335 -1.5294  0.00
H 2.1575 -4.9790 0.4969  0.00
H 0.5201 -2.8734 1.1767  0.00
H 2.8045 -1.7643 -2.1524  0.00

Properties
- spin multiplicity = 2
- HOMO-LUMO gap (alpha / beta) (eV) = 6.19 / 6.16
- energy above the lowest of the compared OMol25 structures with the same formula, charge and spin (eV) = 0.557
- net charge = +1
- <S²> = 0.761

=====

[2]
Computed, not measured: a molecular structure, C42H60N2P2Re, with ωB97M-V/def2-TZVPD.

Each line ends with the Mulliken spin population.
Element x y z (Å)
Re -0.4630 -0.4014 -0.1085  1.90
C -3.7425 -1.1598 2.0337  0.03
C -2.5099 -1.8117 2.6617  -0.07
C -2.4265 -3.2971 2.3035  0.01
P -0.9709 -0.8522 2.2876  0.23
C 0.2991 -1.3696 3.5112  0.01
C 0.9126 -2.7205 3.1259  0.01
C 1.4211 -0.3452 3.6722  0.01
C -1.4492 0.8620 2.6025  -0.03
C -1.4102 1.4765 3.8504  -0.02
C -1.6935 2.8266 3.9725  0.02
C -1.9910 3.5685 2.8364  0.00
C -2.0530 2.9648 1.5907  0.02
C -1.8182 1.5991 1.4739  0.03
N -1.8400 0.9283 0.1983  0.01
C -2.8080 1.3255 -0.7813  0.10
C -3.9985 1.9395 -0.3970  0.01
C -4.9172 2.3441 -1.3507  -0.01
C -4.6759 2.1305 -2.7000  0.02
C -3.5329 1.4518 -3.0827  -0.01
C -2.5947 1.0285 -2.1390  -0.04
P -1.2959 -0.1771 -2.4859  0.09
C -2.2245 -1.7615 -2.7480  -0.02
C -3.0206 -2.1301 -1.5021  0.02
C -3.1326 -1.7550 -3.9764  0.00
C -0.3608 -0.0065 -4.0828  0.03
C -0.8609 1.0964 -5.0153  0.00
C 1.1529 0.0824 -3.8989  0.02
H -4.6268 -1.7150 2.3463  0.00
H -3.8716 -0.1262 2.3519  0.00
H -3.7070 -1.1843 0.9441  0.00
H -2.5959 -1.7097 3.7502  0.00
H -2.1081 -3.4490 1.2695  0.00
H -1.7530 -3.8497 2.9525  0.00
H -3.4144 -3.7451 2.4117  0.00
H -0.2478 -1.4798 4.4543  0.00
H 1.5523 -2.6066 2.2516  0.00
H 1.5340 -3.0724 3.9499  0.00
H 0.1815 -3.4946 2.9118  0.00
H 2.0244 -0.3098 2.7618  0.00
H 1.0716 0.6616 3.8953  0.00
H 2.0733 -0.6614 4.4868  0.00
H -1.1501 0.9017 4.7310  0.00
H -1.6668 3.3015 4.9430  0.00
H -2.1772 4.6307 2.9198  0.00
H -2.2784 3.5563 0.7139  0.00
H -4.2119 2.1050 0.6481  0.00
H -5.8302 2.8286 -1.0318  0.00
H -5.3862 2.4596 -3.4450  0.00
H -3.3786 1.2354 -4.1282  0.00
H -1.4262 -2.4998 -2.9032  0.02
H -3.7905 -1.3830 -1.2976  0.01
H -3.5178 -3.0919 -1.6378  0.00
H -2.3911 -2.2249 -0.6061  0.05
H -3.9852 -1.0936 -3.8236  0.00
H -2.6181 -1.4558 -4.8888  0.00
H -3.5241 -2.7598 -4.1389  0.00
H -0.5699 -0.9756 -4.5443  0.00
H -0.8676 2.0706 -4.5244  0.00
H -0.1830 1.1599 -5.8670  0.00
H -1.8548 0.8964 -5.4105  0.00
H 1.4588 1.0988 -3.6705  0.00
H 1.5292 -0.5783 -3.1148  -0.01
H 1.6309 -0.2010 -4.8368  0.00
C 4.6835 -3.7393 0.9793  0.00
C 3.3754 -3.2452 0.4354  -0.01
C 2.3793 -4.1474 0.0498  0.03
C 1.1768 -3.7036 -0.4718  0.08
C 0.1349 -4.6672 -0.9611  0.00
C 0.9991 -2.3262 -0.6254  -0.01
C 1.9608 -1.3739 -0.1809  0.04
C 3.1506 -1.8744 0.3544  0.05
N 1.4792 -0.0588 -0.1737  0.26
C 2.1889 1.2462 0.0039  0.00
C 2.3602 1.9146 -1.3645  -0.01
C 2.9876 3.3056 -1.2114  0.00
C 4.3547 3.1804 -0.5369  0.00
C 4.1758 2.5355 0.8388  0.00
C 3.2635 3.3988 1.7094  0.00
C 1.9044 3.5406 1.0236  0.00
C 2.0751 4.1852 -0.3532  0.00
C 1.2854 2.1518 0.8470  0.04
C 3.5687 1.1362 0.6611  0.00
H 4.7130 -4.8255 1.0237  0.00
H 4.8561 -3.3493 1.9834  0.00
H 5.5096 -3.4007 0.3530  0.00
H 2.5616 -5.2113 0.1380  0.00
H 0.0645 -5.5321 -0.3026  0.00
H 0.3929 -5.0367 -1.9553  0.00
H -0.8508 -4.2027 -1.0199  0.01
H 0.1274 -2.0812 -1.2634  0.04
H 3.9087 -1.2135 0.7309  0.01
H 1.3709 2.0065 -1.8239  0.00
H 2.9778 1.2807 -2.0085  0.00
H 3.1004 3.7470 -2.2038  0.00
H 4.8118 4.1664 -0.4331  0.00
H 5.0294 2.5770 -1.1506  0.00
H 5.1480 2.4222 1.3222  0.00
H 3.7121 4.3828 1.8597  0.00
H 3.1437 2.9462 2.6988  0.00
H 1.2340 4.1437 1.6408  0.00
H 2.5084 5.1821 -0.2500  0.00
H 1.1000 4.3070 -0.8366  0.00
H 0.3283 2.2660 0.3254  0.05
H 1.0916 1.6940 1.8208  0.01
H 3.5009 0.6377 1.6323  0.00
H 4.2369 0.5588 0.0186  0.00

Properties
- spin multiplicity = 4
- HOMO-LUMO gap (alpha / beta) (eV) = 6.83 / 6.39
- energy above the lowest of the compared OMol25 structures with the same formula, charge and spin (eV) = 0.000
- net charge = +2
- <S²> = 3.771

=====

no.,E_tot (eV)
1,-141908.7264
2,-68203.9489